ORCA calculation (ωB97M-V with the def2-TZVPD basis set) on the molecule C6H5FN2S.

Lowest unoccupied orbital energy (alpha / beta), eV: -0.36 / -1.95
Energy relative to the best compared isomer or geometry (same formula, charge and spin), kJ/mol: 476.7
DFT total energy, eV: -22828.8166
Multiplicity: 1
HOMO-LUMO gap (alpha / beta), eV: 7.98 / 6.58
HOMO level (alpha / beta), eV: -8.3394 / -8.5326

Each line ends with the Mulliken charge.
Atoms and positions in Å:
C: -0.97713 0.16923 -0.20161  -0.51
C: -0.94801 -1.12635 0.33832  -0.28
C: 0.09421 1.00884 -0.20595  -0.46
C: 0.29971 -1.71342 0.67419  -1.09
C: 1.37424 0.42232 0.05611  1.06
C: 1.35417 -0.93866 0.35468  -0.04
N: 2.46489 1.20054 -0.06415  -0.36
N: 4.34754 -0.79825 0.38218  -0.12
F: 4.30588 -1.23259 -0.97317  -0.17
S: 4.10899 0.75878 0.41362  0.17
H: -1.98043 0.60212 -0.56100  0.23
H: -1.67620 -1.87396 0.45278  0.36
H: -0.09218 1.97126 -0.50578  0.45
H: 0.25317 -2.67434 0.97868  0.49
H: 2.27514 1.88771 -0.79937  0.28